(1)
Here is C4H4ClNO2 in the gas phase from the Open Molecules 2025 dataset. Energies are from ωB97M-V with the def2-TZVPD basis set.

Summary:
ΔE to the lowest compared entry with this formula, charge and spin ... 59.5 kJ/mol
Total energy ... -820.22560 hartree
Charge ... 0
SMILES ... Oc1c[nH]c(O)c1Cl
Orbital gap ... 8.282 eV
LUMO level ... 0.5 eV

Each line ends with the natural charge from an NBO analysis.
Atoms and positions in Å:
Cl (-0.3095, 1.6434, -1.2019)  0.020
O (-1.2040, 1.0263, 1.7231)  -0.658
O (1.2889, -1.2677, -1.6759)  -0.670
N (-0.0460, -1.0975, 1.5793)  -0.535
C (-0.4570, 0.0888, 1.0787)  0.426
C (0.6070, -1.7697, 0.5728)  -0.175
C (-0.0190, 0.2627, -0.2062)  -0.252
C (0.6420, -0.9476, -0.5140)  0.237
H (0.9696, -2.8035, 0.7670)  0.223
H (-1.1432, 0.9301, 2.6870)  0.483
H (0.9830, -0.7334, -2.4045)  0.486
H (-0.5420, -1.5224, 2.3632)  0.413


(2)
Here is 2 unconnected molecules or ions with the total composition C4H4ClNOS from the Open Molecules 2025 dataset. Energies are from ωB97M-V with the def2-TZVPD basis set.

Summary:
ΔE to the lowest compared entry with this formula, charge and spin ... 342.9 kJ/mol
Total energy ... -1142.88564 hartree
Charge ... 0
Orbital gap (spin up / spin down) ... 5.615 / 6.329 eV
Spin multiplicity ... 3
LUMO level (spin up / spin down) ... 0.6 / -2.5 eV

Each line ends with the Mulliken spin population.
Atoms and positions in Å:
Cl (-1.7364, 1.0466, 1.7714)  0.004
S (1.1046, 1.3822, -1.8487)  0.897
O (-1.8471, 0.7388, -2.2971)  0.000
N (1.1238, 0.3600, -0.6992)  0.110
C (1.2382, -0.2668, 0.2759)  0.877
C (-1.9345, 0.8545, -1.0247)  -0.017
C (-1.7018, 0.9838, 0.1796)  0.014
C (1.2661, -1.2129, 1.3280)  -0.041
H (2.2110, -1.6051, 1.6690)  0.001
H (0.4600, -1.9859, 1.1087)  0.111
H (-0.9473, 0.4077, -2.5544)  0.010
H (0.7633, -0.7028, 2.0915)  0.033


(3)
Here is C4H4ClNS2 in the gas phase from the Open Molecules 2025 dataset. Energies are from ωB97M-V with the def2-TZVPD basis set.

Summary:
ΔE to the lowest compared entry with this formula, charge and spin ... 90.3 kJ/mol
Total energy ... -1466.08311 hartree
Charge ... 0
SMILES ... N#C[C@@]1(S)[C@H](Cl)[C@@H]1S
Orbital gap ... 10.084 eV
LUMO level ... 0.2 eV

Each line ends with the natural charge from an NBO analysis.
Atoms and positions in Å:
Cl (-1.4946, 1.9986, -0.0733)  0.005
S (0.5358, 0.5161, 1.9313)  0.062
S (-1.8149, -1.5624, 0.2466)  0.049
N (3.0027, -0.2169, -0.7344)  -0.296
C (1.9394, 0.0433, -0.2825)  0.263
C (-0.5009, -0.6302, -0.5467)  -0.346
C (-0.3607, 0.8551, -0.7785)  -0.184
C (0.5898, 0.1767, 0.1714)  -0.344
H (-2.4484, -0.4897, 0.7420)  0.147
H (0.5700, -0.7456, 2.3981)  0.145
H (-0.0805, -1.1442, -1.4196)  0.259
H (0.0622, 1.1990, -1.6546)  0.240


(4)
Here is a molecular structure, C4H4CsLiO2 from the Open Molecules 2025 dataset. Energies are from ωB97M-V with the def2-TZVPD basis set.

Summary:
ΔE to the lowest compared entry with this formula, charge and spin ... 0.0 kJ/mol
Total energy ... -332.62101 hartree
Charge ... +1
Orbital gap (spin up / spin down) ... 4.742 / 4.984 eV
Spin multiplicity ... 2
LUMO level (spin up / spin down) ... -3.8 / -3.8 eV

Each line ends with the Mulliken spin population.
Atoms and positions in Å:
Cs (-3.3114, 1.5004, 6.2875)  0.003
O (-0.0882, -1.2481, -2.7878)  -0.015
O (-0.9303, 1.3605, 2.0430)  0.099
C (0.7058, 0.4903, 0.3804)  -0.021
C (-0.1493, 1.2060, 1.1603)  0.261
C (0.4199, -0.4910, -1.8761)  -0.037
C (0.1560, -0.5276, -0.5400)  -0.026
Li (-1.1069, -2.4287, -3.5099)  0.000
H (1.0668, 0.3372, -2.2311)  -0.003
H (-0.5580, -1.2540, -0.1414)  0.003
H (1.4827, 1.1441, -0.0393)  -0.012
H (2.3128, -0.0890, 1.2544)  0.747